# 1
C47H43IN2O4PPtTe as an isolated structure, computed with ωB97M-V/def2-TZVPD.

Its strongest force on any atom is 0.53 eV Å⁻¹. The expectation value of S² is 0.76. Its net charge is +2. As for the total energy: -3253.02013 hartree. Its lowest unoccupied orbital energy (alpha / beta) is -6.1 / -7.2 eV. The energy above the lowest of the compared OMol25 structures with the same formula, charge and spin is 0.0 kJ/mol. Its multiplicity is 2. As for the orbital gap (alpha / beta): 6.83 / 6.32 eV.

Geometry (Å):
Pt -1.021 1.449 1.125
I -2.719 2.310 3.131
C -1.581 1.450 4.662
C -2.295 0.683 5.539
C -1.739 0.320 6.780
C -0.529 0.830 7.139
C 0.224 1.628 6.243
C 1.436 2.218 6.682
C 2.167 3.021 5.860
C 1.781 3.149 4.514
C 0.635 2.558 4.027
P 0.740 2.372 2.231
C 2.070 1.207 1.910
C 2.545 1.093 0.599
C 3.546 0.181 0.310
C 4.052 -0.639 1.313
C 3.558 -0.550 2.605
C 2.568 0.375 2.910
C 1.151 3.966 1.526
C 0.148 4.938 1.484
C 0.427 6.192 0.973
C 1.705 6.485 0.511
C 2.708 5.529 0.572
C 2.438 4.267 1.078
C -0.248 1.874 4.925
H -3.311 0.390 5.307
H -2.309 -0.298 7.460
H -0.126 0.647 8.127
H 1.752 2.039 7.702
H 3.066 3.509 6.209
H 2.441 3.681 3.839
H 2.148 1.735 -0.180
H 3.944 0.120 -0.695
H 4.838 -1.348 1.085
H 3.949 -1.191 3.383
H 2.196 0.448 3.923
H -0.849 4.716 1.845
H -0.351 6.942 0.933
H 1.919 7.466 0.109
H 3.706 5.765 0.228
H 3.228 3.530 1.131
C 0.357 -6.469 -4.091
C 0.280 -5.070 -3.557
C 1.362 -4.208 -3.632
C 1.306 -2.900 -3.157
C 2.587 -2.103 -3.259
C 0.097 -2.462 -2.596
Te 0.057 -0.432 -2.032
N -0.534 -0.312 -0.139
C -0.286 -0.987 0.961
O -0.584 -0.307 2.032
C 0.214 -2.356 1.130
C -0.378 -3.159 2.106
C 0.065 -4.458 2.284
C 1.112 -4.948 1.513
C 1.723 -4.139 0.565
C 1.273 -2.843 0.371
C -1.694 0.234 -3.005
C -1.465 0.422 -4.375
C -0.168 0.131 -5.093
C -2.510 0.885 -5.166
C -3.759 1.162 -4.639
C -4.886 1.650 -5.501
C -3.947 0.962 -3.274
C -2.947 0.503 -2.428
C -3.317 0.388 -0.969
C -1.015 -3.313 -2.487
C -2.309 -2.887 -1.859
C -0.896 -4.602 -2.973
H 1.376 -6.740 -4.360
H -0.266 -6.570 -4.982
H -0.011 -7.186 -3.357
H 2.289 -4.558 -4.073
H 3.025 -2.234 -4.248
H 3.315 -2.477 -2.535
H 2.485 -1.033 -3.093
H -1.189 -2.766 2.705
H -0.404 -5.089 3.026
H 1.460 -5.962 1.661
H 2.551 -4.515 -0.021
H 1.779 -2.208 -0.343
H 0.693 -0.083 -4.455
H 0.118 0.987 -5.703
H -0.287 -0.728 -5.755
H -2.331 1.032 -6.225
H -4.538 1.915 -6.497
H -5.363 2.523 -5.057
H -5.648 0.876 -5.603
H -4.919 1.175 -2.844
H -4.384 0.188 -0.884
H -3.132 1.340 -0.459
H -2.788 -0.393 -0.436
H -2.137 -2.283 -0.968
H -2.886 -3.758 -1.554
H -2.917 -2.308 -2.557
H -1.748 -5.268 -2.889
O -1.634 2.993 0.012
N -0.938 3.192 -1.121
O -1.338 4.054 -1.838
O 0.015 2.445 -1.332

Forces on the atoms, in the same order (eV/Å):
Pt -0.1 -0.5 0.2
I 0.0 0.0 -0.1
C 0.0 0.0 0.0
C 0.0 0.0 0.0
C 0.0 0.0 0.0
C 0.0 0.0 0.0
C 0.0 0.0 0.0
C 0.0 0.0 0.0
C 0.0 0.0 0.0
C 0.0 0.0 0.0
C 0.0 -0.1 0.0
P -0.1 0.3 -0.1
C 0.0 0.0 0.0
C 0.0 0.0 0.0
C 0.0 0.0 0.0
C 0.0 0.0 0.0
C 0.0 0.0 0.0
C 0.0 0.0 0.0
C 0.0 0.0 0.1
C 0.0 0.0 0.0
C 0.0 0.0 0.0
C 0.0 0.0 0.0
C 0.0 0.0 0.0
C 0.0 0.0 0.0
C 0.0 0.0 0.0
H 0.0 0.0 0.0
H 0.0 0.0 0.0
H 0.0 0.0 0.0
H 0.0 0.0 0.0
H 0.0 0.0 0.0
H 0.0 0.0 0.0
H 0.0 0.0 0.0
H 0.0 0.0 0.0
H 0.0 0.0 0.0
H 0.0 0.0 0.0
H 0.0 0.0 0.0
H 0.0 0.0 0.0
H 0.0 0.0 0.0
H 0.0 0.0 0.0
H 0.0 0.0 0.0
H 0.0 0.0 0.0
C 0.0 0.0 0.0
C 0.0 0.0 0.0
C 0.0 0.0 0.0
C 0.0 -0.1 0.0
C 0.0 0.0 0.0
C 0.1 0.1 0.0
Te -0.1 0.0 -0.1
N 0.2 0.1 0.2
C 0.0 0.0 -0.1
O 0.0 0.0 0.1
C 0.0 0.0 0.0
C 0.0 0.0 0.0
C 0.0 0.0 0.0
C 0.0 0.0 0.0
C 0.0 0.0 0.0
C 0.0 0.0 0.0
C 0.1 -0.1 -0.1
C 0.0 0.0 0.0
C 0.0 0.0 0.0
C 0.0 0.0 0.0
C 0.0 0.0 0.0
C 0.0 0.0 0.0
C 0.0 0.0 0.0
C 0.0 0.1 0.0
C -0.1 -0.1 0.0
C 0.0 0.0 0.0
C 0.0 0.0 0.0
C 0.0 0.0 0.0
H 0.0 0.0 0.0
H 0.0 0.0 0.0
H 0.0 0.0 0.0
H 0.0 0.0 0.0
H 0.0 0.0 0.0
H 0.0 0.0 0.0
H 0.0 0.0 0.0
H 0.0 0.0 0.0
H 0.0 0.0 0.0
H 0.0 0.0 0.0
H 0.0 0.0 0.0
H 0.0 0.1 0.0
H 0.0 0.0 0.0
H 0.0 0.0 0.0
H 0.0 0.0 0.0
H 0.0 0.0 0.0
H 0.0 0.0 0.0
H 0.0 0.0 0.0
H 0.0 0.0 0.0
H 0.0 0.0 0.0
H 0.0 0.0 0.0
H -0.1 -0.1 -0.1
H -0.1 -0.1 -0.1
H 0.0 0.0 0.0
H 0.0 0.0 0.0
H 0.0 0.0 0.0
H 0.0 0.0 0.0
O 0.4 0.3 0.0
N -0.3 -0.2 -0.1
O 0.1 0.1 0.0
O 0.1 0.1 0.1



# 2
A 2-piece molecular cluster, C7H14N2 overall in a non-equilibrium geometry, computed with ωB97M-V/def2-TZVPD.

Its strongest force on any atom is 4.54 eV Å⁻¹. The expectation value of S² is 0.75. Its net charge is -1. As for the total energy: -384.52251 hartree. Its lowest unoccupied orbital energy (alpha / beta) is 3.7 / 3.5 eV. The energy above the lowest of the compared OMol25 structures with the same formula, charge and spin is 167.0 kJ/mol. Its multiplicity is 2. As for the orbital gap (alpha / beta): 2.59 / 8.22 eV.

Geometry (Å):
C -2.255 0.229 2.371
C 0.790 -1.802 2.091
C -1.137 -0.698 1.946
C -1.093 -1.675 0.900
N 0.059 -0.793 2.649
N 0.040 -2.437 1.150
H 1.824 -1.965 2.227
H 0.297 -3.262 0.582
H -1.853 -1.976 0.119
H -3.051 -0.422 2.799
H -2.477 0.976 1.457
H -1.807 0.806 3.156
C 0.572 0.858 -1.661
C 0.176 1.771 -2.752
C 2.024 0.686 -1.491
H 0.328 1.232 -0.592
H -0.064 -0.083 -1.817
H 1.000 2.592 -2.942
H -0.717 2.269 -2.243
H 2.358 -0.033 -0.748
H 2.555 0.673 -2.414
H 0.041 1.479 -3.771
H 2.389 1.573 -1.017

Forces on the atoms, in the same order (eV/Å):
C 0.7 0.2 -2.0
C -3.3 1.4 0.2
C 1.4 -2.3 -1.7
C -1.0 0.0 1.6
N 0.6 -0.6 -1.0
N 0.0 1.3 -0.9
H 0.6 -0.6 0.4
H 0.2 0.4 0.1
H 1.1 0.4 1.2
H 0.0 1.0 -0.7
H -0.2 -1.8 2.2
H -0.1 0.5 0.5
C -1.5 -2.1 2.1
C 0.5 4.4 1.1
C 1.2 -0.1 0.4
H -0.7 -0.3 -1.9
H 1.2 0.8 0.6
H -1.5 -1.1 0.8
H 0.7 -0.1 -1.8
H -0.2 -0.8 -0.4
H 0.6 -0.7 -0.8
H -0.6 -1.1 -0.3
H 0.3 1.1 0.2



# 3
A 2-piece molecular cluster, CH7N2Si overall in a non-equilibrium geometry, computed with ωB97M-V/def2-TZVPD.

Its strongest force on any atom is 4.17 eV Å⁻¹. Its net charge is +1. As for the total energy: -440.99112 hartree. Its lowest unoccupied orbital energy is -4.2 eV. The energy above the lowest of the compared OMol25 structures with the same formula, charge and spin is 173.5 kJ/mol. As for the orbital gap: 11.72 eV.

Geometry (Å):
C -0.812 -0.904 -2.719
N -1.011 -0.224 -3.647
N 0.196 -0.764 0.451
Si 0.420 1.046 1.190
H 0.219 -1.486 1.162
H -1.339 0.238 -4.450
H -0.629 -0.817 -0.270
H 0.990 -0.834 -0.194
H 1.427 0.545 2.150
H 0.988 1.670 0.122
H -1.075 1.222 1.502

Forces on the atoms, in the same order (eV/Å):
C -0.1 1.0 -0.6
N 0.3 -1.4 1.7
N -1.1 1.8 -2.4
Si -2.2 -3.1 1.8
H -0.2 -0.3 -0.2
H -0.2 0.5 -0.9
H 1.5 -0.4 1.8
H 0.1 -0.6 0.4
H -0.3 0.7 0.3
H 0.8 1.5 -1.9
H 1.4 0.4 0.1



# 4
A 2-piece molecular cluster, C15H18 overall in a non-equilibrium geometry, computed with ωB97M-V/def2-TZVPD.

Its strongest force on any atom is 1.73 eV Å⁻¹. As for the SMILES: CCc1ccccc1.Cc1ccccc1. Its net charge is 0. As for the total energy: -582.34931 hartree. Its lowest unoccupied orbital energy is 0.9 eV. The energy above the lowest of the compared OMol25 structures with the same formula, charge and spin is 43.2 kJ/mol. As for the orbital gap: 9.86 eV.

Geometry (Å):
C -2.204 -2.088 -0.459
C -3.580 -2.348 0.153
C -1.017 -2.266 0.457
C 0.316 -2.278 0.037
C -1.185 -2.459 1.822
C 1.371 -2.463 0.909
C -0.152 -2.590 2.750
C 1.127 -2.756 2.242
H -2.109 -2.758 -1.306
H -2.166 -1.028 -0.731
H -3.594 -3.228 0.797
H 0.565 -2.115 -1.002
H -2.195 -2.517 2.199
H 2.388 -2.306 0.569
H -0.369 -2.581 3.808
H 1.955 -3.024 2.888
H -4.345 -2.538 -0.597
H -3.868 -1.527 0.799
C -0.226 4.320 -0.379
C 1.378 1.114 -1.573
C 2.689 1.506 -1.755
C 0.438 1.998 -1.046
C 0.797 3.322 -0.799
C 3.099 2.797 -1.433
C 2.144 3.658 -0.922
H 0.961 0.153 -1.829
H 3.387 0.741 -2.028
H -0.563 1.705 -0.758
H 4.109 3.122 -1.640
H -1.176 3.841 -0.114
H -0.484 5.139 -1.050
H 2.452 4.634 -0.566
H 0.055 4.823 0.558

Forces on the atoms, in the same order (eV/Å):
C -0.1 0.1 0.4
C 0.2 -0.3 0.5
C 0.6 -1.0 0.9
C -0.1 0.5 -0.7
C -0.8 0.4 0.6
C -0.2 -0.2 0.1
C 0.0 -0.6 -1.0
C 0.4 0.7 0.7
H 0.3 0.3 -0.5
H -0.1 -0.2 -0.7
H 0.2 -0.2 -0.1
H -0.1 0.1 -0.2
H -0.1 0.3 0.2
H 0.0 -0.5 -0.1
H 0.0 -0.4 0.0
H 0.0 0.3 0.1
H 0.0 0.3 -0.2
H -0.3 0.2 0.0
C -0.7 0.4 1.5
C -1.2 0.3 0.5
C 0.0 -0.3 0.1
C 0.4 0.8 -0.1
C 0.2 -0.5 -0.1
C -0.7 -0.5 -0.1
C 0.2 0.8 0.0
H 0.6 -0.4 0.0
H 0.4 -0.1 -0.5
H -0.1 -0.3 -0.4
H 0.1 0.0 0.3
H 0.1 -0.1 -0.3
H 0.4 -0.2 -0.5
H 0.0 0.2 -0.3
H 0.2 -0.1 -0.2